A cluster of 10 separate species, C66H146F6N8O8S2 in total in a non-equilibrium geometry. Source: the Open Molecules 2025 dataset; level of theory: the ωB97M-V functional and the def2-TZVPD basis.

Last column: Mulliken charge in e.
Cartesian coordinates (Å):
C -1.1904 -1.5144 -6.2691  -1.020
O -1.9516 -0.4481 -5.7214  -0.249
C -1.4948 0.8165 -6.1998  -0.683
C -2.5713 1.8067 -5.7349  -0.655
N -3.9114 1.5776 -6.4734  0.021
H -3.6198 1.7806 -7.4188  0.442
H -4.1843 0.6054 -6.4508  0.426
C -5.0794 2.2099 -5.7129  -0.930
C -5.4661 1.1958 -4.5094  0.149
O -5.6575 -0.2087 -4.8877  -0.390
C -6.8318 -0.3573 -5.7250  -0.758
H -1.1730 -2.3890 -5.6188  0.194
H -0.1313 -1.2844 -6.3855  0.385
H -1.5465 -1.7277 -7.2770  0.432
H -1.4048 0.8877 -7.2838  0.603
H -0.5269 1.1214 -5.8019  0.365
H -2.3576 2.8445 -5.9906  0.488
H -2.7128 1.8063 -4.6542  0.051
H -5.8912 2.2974 -6.4350  0.487
H -4.7979 3.2238 -5.4285  0.399
H -6.3631 1.4493 -3.9444  0.735
H -4.6644 1.2566 -3.7734  -0.420
H -6.7352 0.1458 -6.6871  0.331
H -7.7029 0.0575 -5.2179  0.330
H -6.9658 -1.4222 -5.9149  0.294
C 4.1492 -2.3800 -1.9689  -0.915
C 5.2489 -1.4771 -2.6589  -0.379
C 6.2385 -0.8071 -1.5832  -0.519
N 7.5191 -0.1168 -2.2123  0.367
C 7.0291 1.2453 -2.8505  -1.288
C 8.2851 -1.0613 -3.1813  -0.549
C 9.2266 -1.8994 -2.3151  -0.617
C 9.6668 -0.8820 -1.3024  -0.531
C 8.5376 0.1411 -1.0928  -0.360
H 4.6078 -3.2993 -1.6045  0.478
H 3.4109 -2.6671 -2.7176  0.391
H 3.6048 -1.8723 -1.1727  -0.231
H 4.8659 -0.6154 -3.2056  0.259
H 5.7360 -2.1986 -3.3150  0.298
H 6.6179 -1.6156 -0.9583  0.349
H 5.7477 -0.0110 -1.0232  0.123
H 6.2946 0.9332 -3.5930  0.362
H 7.8935 1.8223 -3.1792  0.455
H 6.4053 1.7099 -2.0869  0.610
H 8.8196 -0.3767 -3.8398  0.504
H 7.6149 -1.6872 -3.7706  0.245
H 10.0523 -2.1968 -2.9615  0.437
H 8.7133 -2.7878 -1.9472  0.300
H 10.5098 -0.3740 -1.7709  0.327
H 10.0458 -1.5439 -0.5237  0.336
H 8.9107 1.1123 -1.4176  0.356
H 8.0860 0.1631 -0.1010  0.169
C 0.2676 -3.6574 -2.9781  -1.125
C -0.0725 -2.1284 -2.9579  -0.322
C 0.1949 -1.7176 -1.4515  -0.314
N -0.2742 -0.2844 -1.1717  1.872
C 0.2135 0.7369 -2.3602  -0.904
C 0.3050 0.2303 0.1188  0.220
C -0.7516 1.3262 0.5582  0.514
C -2.0205 0.9967 -0.2122  0.158
C -1.7658 -0.2026 -1.0380  -0.988
H 1.3157 -3.8980 -2.7996  -0.012
H -0.0255 -4.0724 -3.9424  0.537
H -0.2312 -4.2483 -2.2099  0.214
H -1.1070 -1.8175 -3.1035  0.490
H 0.6269 -1.5991 -3.6051  0.326
H 1.2667 -1.7016 -1.2539  0.006
H -0.2796 -2.3758 -0.7236  -0.232
H 0.1488 1.7580 -1.9844  0.401
H -0.2939 0.6220 -3.3180  -0.144
H 1.2798 0.6371 -2.5627  0.431
H 1.3647 0.4854 0.1188  -0.739
H 0.2302 -0.6490 0.7586  -0.210
H -0.4236 2.3535 0.3991  -0.759
H -0.7898 1.1733 1.6367  0.639
H -2.4317 1.8196 -0.7969  -0.584
H -2.8376 0.8068 0.4837  0.475
H -2.3160 -0.3611 -1.9655  0.660
H -1.8432 -1.0625 -0.3727  0.106
C 3.0097 -6.4475 -3.7920  -1.522
C 2.5762 -6.7437 -2.4301  0.000
C 1.1740 -7.3617 -2.2857  -0.868
N 0.9127 -7.9963 -0.9095  0.310
C 1.1408 -6.9368 0.2494  -1.413
C 1.7951 -9.2574 -0.6024  -0.607
C 0.8927 -10.3358 0.0711  -0.695
C -0.5169 -9.7334 0.1274  -0.607
C -0.5646 -8.5494 -0.8920  -0.578
H 4.0222 -6.0478 -3.8487  0.361
H 2.2818 -5.7246 -4.1604  0.250
H 2.9930 -7.2851 -4.4892  0.413
H 2.6566 -5.8316 -1.8388  -0.078
H 3.3155 -7.2921 -1.8465  0.594
H 1.0653 -8.2498 -2.9082  0.607
H 0.4628 -6.5723 -2.5287  0.445
H 1.1006 -7.4892 1.1882  0.622
H 0.3402 -6.2022 0.1642  0.237
H 2.0774 -6.3847 0.1711  0.401
H 2.6820 -9.0372 -0.0083  0.381
H 2.1259 -9.5430 -1.6009  0.469
H 1.2151 -10.5122 1.0972  0.321
H 1.0196 -11.2607 -0.4916  0.354
H -0.8556 -9.3904 1.1050  0.331
H -1.1510 -10.4960 -0.3248  0.378
H -1.2498 -7.7751 -0.5470  0.321
H -0.8599 -8.8672 -1.8920  0.495
C 0.8490 6.1974 3.0526  -1.310
C 1.9321 5.5188 2.2222  0.405
C 1.6401 5.2646 0.7671  -0.632
N 2.8450 4.9132 -0.1718  0.758
C 3.5229 3.6232 0.4443  -1.533
C 3.9318 6.0259 -0.2060  -0.657
C 4.4902 6.0891 -1.5974  -0.800
C 3.3879 5.6829 -2.4836  -0.611
C 2.4973 4.7444 -1.6983  -0.105
H 0.7060 5.7618 4.0415  0.281
H -0.1435 6.0219 2.6374  0.347
H 1.0303 7.2531 3.2545  0.386
H 2.2810 4.5757 2.6428  -0.372
H 2.8100 6.1400 2.3996  0.294
H 1.2257 6.1210 0.2352  0.608
H 0.8666 4.5272 0.5522  0.124
H 4.2816 3.2495 -0.2434  0.676
H 2.7047 2.9394 0.6697  0.423
H 3.9230 3.9867 1.3908  0.429
H 4.6538 5.9376 0.6058  0.370
H 3.3509 6.9026 0.0801  0.486
H 5.3351 5.4263 -1.7846  0.309
H 4.9215 7.0399 -1.9103  0.429
H 3.7768 5.2492 -3.4048  0.398
H 2.9950 6.6010 -2.9205  0.347
H 2.7406 3.6931 -1.8515  0.128
H 1.4314 4.8760 -1.8846  -0.099
C 2.5785 3.2646 5.8264  -1.643
C 2.3584 1.9764 5.0455  0.850
C 3.5820 1.0684 4.8363  -0.644
N 3.3424 -0.1203 3.8044  1.049
C 2.3431 -1.1083 4.3895  -1.331
C 4.6066 -0.9491 3.6158  -0.763
C 4.9936 -0.6009 2.1235  -1.094
C 3.7140 -0.5137 1.3044  0.098
C 2.9779 0.3697 2.3731  -1.138
H 2.9255 3.0749 6.8421  0.440
H 1.7101 3.9126 5.9444  0.350
H 3.4074 3.8412 5.4157  0.383
H 2.0937 2.3869 4.0710  -0.053
H 1.5219 1.4197 5.4680  -0.320
H 3.8211 0.6392 5.8093  0.526
H 4.4829 1.5239 4.4253  0.485
H 1.3997 -0.6518 4.6887  -0.364
H 2.8459 -1.7032 5.1520  0.607
H 1.9736 -1.7457 3.5862  0.658
H 4.4217 -2.0214 3.6792  0.350
H 5.3523 -0.7942 4.3955  0.361
H 5.6612 -1.3183 1.6463  0.577
H 5.6603 0.2600 2.0746  0.396
H 3.1014 -1.4090 1.1982  -0.121
H 3.7626 -0.0462 0.3209  0.739
H 1.8986 0.5023 2.2990  0.449
H 3.4089 1.3692 2.3153  0.158
C -6.4030 0.4740 -0.1324  -1.488
C -5.7698 1.8969 -0.4778  0.875
C -6.7542 3.0546 -0.5350  -1.144
N -6.1881 4.3974 -1.0770  0.468
C -7.3715 5.3865 -1.2118  -0.500
C -7.8867 5.9636 0.1258  -0.574
C -6.6690 6.3863 0.9447  -0.865
C -5.6765 5.2289 1.1836  -0.823
C -5.0889 4.8969 -0.1437  -0.024
C -5.6598 4.2132 -2.5058  -1.201
H -5.6727 -0.1439 0.3901  0.342
H -6.7817 -0.0671 -0.9995  0.377
H -7.3189 0.5665 0.4513  0.429
H -5.2557 1.7732 -1.4309  -0.417
H -5.0968 2.1047 0.3540  0.083
H -7.3294 3.2598 0.3679  0.684
H -7.4735 2.7426 -1.2922  0.394
H -8.2436 4.9496 -1.6984  0.387
H -7.0978 6.2476 -1.8214  0.410
H -8.4592 5.3084 0.7822  0.313
H -8.5823 6.7700 -0.1066  0.444
H -7.0095 6.6657 1.9417  0.510
H -6.1163 7.2649 0.6120  0.297
H -6.0913 4.4128 1.7752  0.255
H -4.8871 5.4599 1.8988  0.465
H -4.3152 4.1291 -0.1488  -0.254
H -4.6350 5.7657 -0.6202  0.471
H -6.3040 3.5003 -3.0205  0.389
H -4.6359 3.8397 -2.5178  0.099
H -5.4848 5.1945 -2.9469  0.574
C -6.1386 -1.9221 6.0516  -1.310
C -4.7068 -2.2564 5.4419  -0.263
C -3.7947 -1.1148 5.9079  -0.889
N -2.2346 -1.0864 5.3299  0.401
C -1.3357 0.0550 6.0134  0.119
C -1.1119 -0.2013 7.5543  -0.580
C -0.6647 -1.5740 7.8597  -0.645
C -1.3992 -2.7190 7.1261  -1.008
C -1.4911 -2.4033 5.5925  0.039
C -2.3612 -0.9175 3.8594  -1.130
H -6.0876 -1.9372 7.1403  0.366
H -6.8717 -2.6070 5.6255  0.401
H -6.4218 -0.9249 5.7145  0.351
H -4.7365 -2.2647 4.3524  0.301
H -4.4159 -3.2467 5.7925  0.291
H -3.6900 -1.1918 6.9901  0.591
H -4.1698 -0.1068 5.7313  0.512
H -1.9081 0.9527 5.7797  0.479
H -0.3766 0.0423 5.4956  -0.583
H -2.0540 -0.0333 8.0762  0.378
H -0.2554 0.4242 7.8059  0.466
H -0.6420 -1.7329 8.9378  0.412
H 0.3935 -1.6121 7.6014  0.215
H -2.4311 -2.8722 7.4421  0.351
H -0.8384 -3.6189 7.3787  0.454
H -1.9771 -3.1907 5.0164  0.460
H -0.4791 -2.2225 5.2304  -0.168
H -3.0600 -0.0885 3.7472  0.569
H -2.7024 -1.8557 3.4218  0.375
H -1.4119 -0.5095 3.5123  -0.043
C -0.4875 -5.1015 3.0999  0.434
F -1.8134 -5.0667 3.1856  -0.215
F 0.1098 -4.7597 4.2432  -0.187
F -0.2054 -6.4299 2.7234  -0.193
S 0.0011 -3.8662 1.7318  1.195
O 1.4234 -4.0271 1.4674  -0.652
O -0.8773 -4.2096 0.5694  -0.813
O -0.3361 -2.5818 2.3435  -0.288
C -1.9374 5.5174 -1.9954  0.498
F -2.2859 4.5583 -1.0869  -0.191
F -2.8170 6.5155 -1.9007  -0.219
F -0.7221 5.9373 -1.4708  -0.252
S -1.6872 4.8145 -3.7986  0.942
O -0.8547 5.7766 -4.4821  -0.631
O -1.0819 3.4825 -3.6205  -0.457
O -3.0452 4.7094 -4.3412  -0.586

Highest occupied orbital energy   -19.536 eV
Molar mass   1358.06 g/mol
Total charge   +6
2S+1   1
Kohn-Sham gap   8.43 eV